(1)
6 unconnected molecules or ions with the total composition C6H24N4O6, computed with ωB97M-V/def2-TZVPD.

Strongest force on any atom   0.1282 hartree/bohr
Net charge   0
SMILES   NC(N)=O.NC(N)=O.CO.CO.CO.CO

Geometry as XYZ:
```
40
Properties=species:S:1:pos:R:3:lowdin_charge:R:1
C -0.6191 1.0620 -3.9208 -0.1586
O 0.3155 0.0171 -4.1352 -0.1488
H -0.0599 1.9034 -3.5116 0.0731
H -0.9766 1.3819 -4.8995 0.0732
H -1.3658 0.5983 -3.2760 0.0829
H 1.1811 0.4076 -4.2761 0.0635
C 4.4658 -1.5358 -0.2409 -0.1487
O 3.0933 -1.2991 -0.1334 -0.1512
H 4.9685 -1.3722 0.7123 0.0824
H 4.6583 -2.5140 -0.6816 0.0890
H 4.8335 -0.7451 -0.8949 0.0805
H 2.6584 -1.8491 -0.7892 0.0845
C 2.6841 1.1779 2.2764 -0.1227
O 1.6226 0.5978 3.0832 -0.1375
H 3.1936 0.4379 1.6593 0.0535
H 2.1819 1.8486 1.5792 0.0748
H 3.4019 1.6671 2.9348 0.0776
H 1.0991 1.3167 3.4448 0.0727
C -0.6892 -3.0623 -0.8559 -0.1706
O -2.0328 -3.4478 -1.0292 -0.1201
H -0.7134 -2.6388 0.1482 0.0652
H -0.0603 -3.9525 -0.8398 0.0791
H -0.3655 -2.1748 -1.3996 0.0651
H -2.5553 -3.3221 -0.2338 0.0755
C -0.3273 0.8284 -0.2744 -0.7262
O -1.1092 1.7268 -0.7570 -0.0512
N -0.5859 0.2755 0.8134 0.2030
N 0.8448 0.4915 -0.7411 0.1955
H -1.2740 0.7511 1.3795 0.0905
H 0.1509 -0.2654 1.2430 0.1168
H 1.5537 0.0205 -0.1974 0.0652
H 1.1256 0.8251 -1.6521 0.1044
C -3.6087 0.9312 1.9537 -0.7340
O -3.1689 -0.2106 1.9636 0.0189
N -4.6059 1.2684 2.7996 0.1361
N -3.2430 1.9467 1.2017 0.1707
H -5.2501 2.0218 2.6061 0.0972
H -4.8552 0.5593 3.4742 0.1059
H -2.6152 1.6858 0.4547 0.0568
H -3.9512 2.6413 1.0120 0.1159
```

(2)
7 unconnected molecules or ions with the total composition C6H24NO7, computed with ωB97M-V/def2-TZVPD.

Strongest force on any atom   0.0323 hartree/bohr
Net charge   +1

Geometry as XYZ:
```
38
Properties=species:S:1:pos:R:3:lowdin_charge:R:1
O 1.8225 -1.3290 1.7728 0.0777
C 1.9616 -0.4324 0.9798 -0.1860
C 0.7171 0.1013 0.2509 -0.2442
C 0.4128 1.5245 0.6980 -0.1320
C -0.8457 2.1424 -0.0129 -0.1682
C -3.1929 2.7509 0.5505 0.0139
C -1.9885 2.3907 0.9469 -0.1809
N -0.4073 -0.8345 0.5293 0.2047
H 2.8818 0.1188 0.7635 0.1418
H 0.8788 0.1057 -0.8291 0.1387
H 1.2350 2.1266 0.2994 0.1263
H 0.3810 1.6535 1.7786 0.1149
H -0.5178 3.0364 -0.5332 0.1205
H -1.1644 1.3853 -0.7326 0.0907
H -4.0549 2.9495 1.1770 0.0611
H -3.4679 2.9060 -0.4898 0.0692
H -1.7548 2.2028 1.9906 0.0829
H -1.0032 -0.5568 1.3137 0.1274
H -0.0380 -1.7434 0.8241 0.1140
H -0.9547 -1.0367 -0.3306 0.1154
H -0.3808 -0.5741 4.0242 0.0612
H -1.3189 0.5755 3.9402 0.0540
O -1.1858 -0.3009 3.5531 -0.0534
H 1.7225 -1.9196 -2.7110 0.0466
H 2.3396 -1.8440 -4.0671 0.0677
O 1.7872 -1.3193 -3.4683 -0.0497
H -1.9971 -2.9052 2.4807 0.0619
H -0.4974 -3.1189 2.7117 0.0521
O -1.1530 -2.9825 2.0277 -0.0334
H 0.9950 0.5101 -3.7624 0.0276
H -0.0821 1.5967 -3.9449 0.0673
O 0.4345 1.1383 -3.2720 -0.0594
H -0.6159 -0.3325 -2.5296 0.0033
H -1.9042 -1.1838 -2.7118 0.0816
O -1.2639 -0.8764 -2.0590 -0.0474
H 4.6277 -2.0988 -0.9631 0.0539
H 3.8221 -1.9152 0.3821 0.0243
O 3.7698 -1.9109 -0.5774 -0.0460
```

(3)
6 unconnected molecules or ions with the total composition C6H24O6, computed with ωB97M-V/def2-TZVPD.

Strongest force on any atom   0.0490 hartree/bohr
Net charge   0
SMILES   CO.CO.CO.CO.CO.CO

Geometry as XYZ:
```
36
Properties=species:S:1:pos:R:3:lowdin_charge:R:1
C 1.1087 -5.4836 -2.7812 -0.1557
O -0.1532 -4.9080 -2.4780 -0.1409
H 0.9511 -6.3468 -3.4277 0.0790
H 1.6700 -4.6837 -3.2641 0.0781
H 1.5403 -5.7914 -1.8288 0.0740
H -0.8251 -5.5443 -2.7335 0.0662
C 3.3780 -1.7951 6.5938 -0.1803
O 3.3871 -1.4915 7.9567 -0.1230
H 3.7791 -2.8000 6.4615 0.0796
H 2.3381 -1.7098 6.2784 0.0717
H 3.8965 -1.0507 5.9896 0.0774
H 3.3253 -2.2942 8.4798 0.0746
C 2.2560 6.4565 0.8739 -0.2029
O 3.2988 7.1108 1.4845 -0.1089
H 1.2412 6.8223 1.0304 0.0747
H 2.4201 6.4439 -0.2036 0.0745
H 2.3050 5.3964 1.1230 0.0777
H 3.8609 7.7500 1.0407 0.0848
C -4.5082 3.8030 0.1974 -0.1763
O -4.3464 2.5154 -0.3237 -0.1295
H -4.1770 4.4520 -0.6134 0.0775
H -5.4901 3.9945 0.6302 0.0809
H -3.7886 3.8772 1.0127 0.0737
H -3.4277 2.2662 -0.1992 0.0736
C -2.9071 -1.5684 -5.4544 -0.1755
O -3.2809 -2.5557 -6.3976 -0.1202
H -3.0989 -0.5191 -5.6781 0.0728
H -3.5867 -1.5308 -4.6030 0.0736
H -1.8438 -1.7128 -5.2626 0.0779
H -3.4764 -3.3774 -5.9413 0.0714
C 0.7736 -0.9497 0.7060 -0.1717
O 0.3580 -0.3771 -0.5136 -0.1280
H 1.8158 -1.2269 0.5474 0.0714
H 0.7288 -0.1468 1.4419 0.0816
H 0.2362 -1.8725 0.9242 0.0790
H 0.2416 -1.1520 -1.0682 0.0673
```

(4)
6 unconnected molecules or ions with the total composition C6H24O6, computed with ωB97M-V/def2-TZVPD.

Strongest force on any atom   0.0950 hartree/bohr
Net charge   0
SMILES   CC(C)O.CC(C)O.O.O.O.O

Geometry as XYZ:
```
36
Properties=species:S:1:pos:R:3:lowdin_charge:R:1
O 2.3009 -1.6419 -2.2840 -0.0517
H 2.2249 -1.0165 -3.0047 0.0257
H 1.7588 -1.2722 -1.5872 0.0077
O -2.6266 1.9038 2.8525 -0.0526
H -3.1076 2.1891 2.0756 0.0272
H -2.4475 0.9765 2.6968 -0.0033
O -1.0933 0.0691 -2.3310 -0.0312
H -0.9658 -0.2268 -3.2324 0.0557
H -1.9367 0.5216 -2.3439 0.0547
O -0.1236 -0.0347 0.2537 -0.0545
H -0.4947 0.1319 -0.6127 -0.0233
H -0.8355 -0.4446 0.7450 -0.0078
C -3.2951 -3.4013 0.9382 -0.0746
C -2.8186 -2.5425 2.0976 -0.3938
C -1.2648 -2.6585 2.2994 -0.0457
O -3.0696 -1.1326 1.6544 -0.0968
H -2.6775 -3.3712 0.0405 0.0830
H -4.3253 -3.2536 0.6140 0.0755
H -3.2620 -4.4445 1.2527 0.0771
H -3.3237 -2.7732 3.0355 0.1305
H -0.7702 -2.4417 1.3526 0.0649
H -1.0028 -3.6694 2.6116 0.0790
H -0.8521 -1.9760 3.0424 0.0809
H -3.9933 -0.9406 1.8323 0.0787
C 3.4475 3.8842 -1.1044 -0.0378
C 3.4475 2.3120 -1.4350 -0.4833
C 2.7512 1.4403 -0.3742 -0.0360
O 2.7851 2.2129 -2.6135 -0.0809
H 4.3068 4.2318 -0.5311 0.0650
H 2.5650 4.2747 -0.5977 0.0704
H 3.3450 4.4959 -2.0008 0.0586
H 4.3768 1.8984 -1.8269 0.1312
H 1.6693 1.5530 -0.4444 0.0707
H 3.0805 1.9469 0.5330 0.0743
H 3.0995 0.4098 -0.3039 0.0737
H 3.1275 2.7902 -3.2998 0.0887
```

(5)
6 unconnected molecules or ions with the total composition C6H24O6, computed with ωB97M-V/def2-TZVPD.

Strongest force on any atom   0.0526 hartree/bohr
Net charge   0
SMILES   CC(C)O.CC(C)O.O.O.O.O

Geometry as XYZ:
```
36
Properties=species:S:1:pos:R:3:lowdin_charge:R:1
C -0.8970 -1.5408 2.5252 -0.0592
C -0.6179 -2.7502 1.6943 -0.4485
C -1.1651 -4.0243 2.3436 -0.0623
O -1.3063 -2.6364 0.3538 -0.0804
H -1.9935 -1.4056 2.5455 0.0926
H -0.4439 -0.6417 2.0873 0.0750
H -0.5914 -1.8122 3.5213 0.0772
H 0.4284 -2.7904 1.4634 0.1040
H -2.2516 -3.8637 2.3645 0.0789
H -0.8261 -4.0996 3.4134 0.0886
H -0.9194 -4.9871 1.8583 0.0835
H -2.2211 -2.4029 0.4968 0.0653
C -1.3689 3.8140 -2.5285 -0.0505
C -0.5183 2.9939 -1.5490 -0.4935
C 0.8808 2.8879 -2.1155 -0.0693
O -0.4823 3.5378 -0.2082 -0.0827
H -1.3090 3.4370 -3.5375 0.0786
H -1.0177 4.8548 -2.4245 0.0843
H -2.3777 3.8280 -2.1414 0.0713
H -0.9340 1.9816 -1.3940 0.1263
H 1.5187 2.3822 -1.3683 0.0764
H 1.2130 3.8858 -2.3249 0.0694
H 0.8489 2.2833 -3.0625 0.1036
H 0.0908 4.3330 -0.3187 0.1143
O 1.2467 1.9026 1.1985 -0.0581
H 0.9956 1.7304 2.1172 0.0484
H 0.5092 2.3804 0.8222 -0.0138
O 0.0528 -0.2786 -1.5514 -0.0547
H 0.5642 -0.8381 -2.1417 0.0281
H 0.0196 -0.7480 -0.7077 0.0059
O 2.3160 -1.0736 0.6796 -0.0572
H 3.2119 -0.7804 0.7937 0.0395
H 1.8307 -0.2141 0.6167 0.0293
O 1.7482 -2.7878 -1.3413 -0.0349
H 1.8116 -3.6464 -1.7440 0.0365
H 1.9539 -2.9112 -0.4360 -0.0120
```

(6)
6 unconnected molecules or ions with the total composition C6H24O6, computed with ωB97M-V/def2-TZVPD.

Strongest force on any atom   0.0194 hartree/bohr
Net charge   0
SMILES   CO.CO.CO.CO.CO.CO

Geometry as XYZ:
```
36
Properties=species:S:1:pos:R:3:lowdin_charge:R:1
C 9.0007 -13.2808 12.0443 -0.1798
O 9.6602 -12.2749 11.3179 -0.1059
H 9.6171 -14.1803 12.1650 0.0741
H 8.8094 -12.9481 13.0705 0.0637
H 8.0362 -13.5671 11.6144 0.0784
H 10.3724 -12.6667 10.8072 0.0747
C 6.8655 -15.8570 19.1622 -0.1534
O 7.7882 -14.8148 18.8823 -0.1356
H 5.8952 -15.4344 19.4267 0.0760
H 6.7452 -16.5301 18.3117 0.0789
H 7.2326 -16.4481 20.0041 0.0749
H 7.9497 -14.7779 17.9361 0.0222
C 6.9612 -13.6702 15.3466 -0.1660
O 5.6009 -13.3152 15.1080 -0.1029
H 6.9979 -14.2051 16.2894 0.0576
H 7.3036 -14.3789 14.5828 0.0597
H 7.6548 -12.8287 15.3648 0.0627
H 5.5223 -13.0141 14.1999 0.0722
C 8.5466 -11.2439 17.9412 -0.1659
O 8.1011 -10.4958 19.0564 -0.1136
H 9.3614 -10.6900 17.4738 0.0811
H 8.9462 -12.2210 18.2307 0.0648
H 7.7562 -11.3757 17.1974 0.0672
H 7.5169 -11.0566 19.5735 0.0737
C 10.6941 -15.0868 15.2693 -0.1375
O 9.8576 -14.4221 16.2126 -0.1281
H 11.6024 -15.4704 15.7323 0.0815
H 10.1437 -15.9122 14.8145 0.0702
H 10.9838 -14.4067 14.4628 0.0707
H 10.3515 -14.3149 17.0292 0.0782
C 6.3580 -17.6072 12.5404 -0.1599
O 6.6644 -16.7333 13.6133 -0.1279
H 6.6565 -18.6368 12.7534 0.0773
H 5.2792 -17.5880 12.3944 0.0790
H 6.8351 -17.2846 11.6085 0.0744
H 7.5366 -16.9576 13.9455 0.0635
```

Energy above the lowest of the compared OMol25 structures with the same formula, charge and spin, record by record: 40.4 15.0 120.5 42.9 19.7 90.2 kcal per mole
HOMO-LUMO gap, record by record: 9.839 10.097 10.592 9.846 10.888 10.378 eV